1.
The following is a DFT calculation (ωB97M-V/def2-TZVPD) of one molecule with the formula C5H4O in a non-equilibrium geometry.

Each line ends with the Löwdin charge.
Atoms and positions in Å:
C: 0.99385 0.05860 1.67635  -0.32
C: 0.28568 -0.51988 -0.95591  -0.03
C: -0.86029 0.45480 -0.32814  -0.06
C: -0.60460 0.40228 -1.71894  0.05
C: 0.44450 -0.00884 0.41214  -0.09
O: 2.01630 -0.52717 2.10665  -0.03
H: 0.40192 0.87602 2.23970  0.14
H: 0.59607 -1.51864 -1.14141  0.12
H: -1.88757 0.37930 0.11648  0.15
H: -1.38588 0.40354 -2.40692  0.07

For the HOMO energy (spin up / spin down), the calculation gives -8.18 / -8.18 eV. As for the relative energy (zero: lowest compared OMol25 entry of this formula, charge and spin): 440.6 kJ/mol. The HOMO-LUMO gap (spin up / spin down) comes out at 7.88 / 7.88 eV.

---

2.
The following is a DFT calculation (ωB97M-V/def2-TZVPD) of C36H27CrIO2PS2 as an isolated structure.

Each line ends with the Löwdin charge.
Atoms and positions in Å:
Cr: 0.41954 0.25970 0.36441  0.23
I: -2.22779 -1.43699 -1.67254  0.98
C: -1.84956 -3.28705 -0.76377  -0.66
C: -2.93330 -3.85863 -0.10228  -0.20
C: -2.83957 -5.17251 0.33293  -0.12
C: -1.71448 -5.91455 0.02981  -0.07
C: -0.61742 -5.34588 -0.64643  -0.19
C: 0.46844 -6.14562 -1.09043  -0.09
C: 1.48757 -5.58540 -1.86438  -0.14
C: 1.56685 -4.22203 -2.02715  -0.15
C: 0.59994 -3.34119 -1.44768  -0.38
P: 1.30377 -1.82895 -0.83785  0.99
C: 2.24090 -1.17957 -2.27193  -0.34
C: 1.48021 -0.64365 -3.31178  -0.10
C: 2.09352 -0.08416 -4.42087  -0.08
C: 3.47933 -0.05896 -4.51204  -0.10
C: 4.24133 -0.60953 -3.49401  -0.09
C: 3.62660 -1.16713 -2.37925  -0.08
C: 2.59927 -2.32782 0.37857  -0.34
C: 2.52928 -3.60264 0.93792  -0.07
C: 3.40044 -3.97619 1.95182  -0.08
C: 4.35144 -3.08401 2.42331  -0.10
C: 4.41947 -1.80800 1.88222  -0.09
C: 3.54572 -1.42897 0.87400  -0.11
C: -0.62606 -3.93648 -0.94198  -0.25
H: -3.83818 -3.28765 0.05042  0.07
H: -3.66846 -5.62372 0.86494  0.09
H: -1.66383 -6.96489 0.29476  0.10
H: 0.43827 -7.21144 -0.89825  0.09
H: 2.24455 -6.22403 -2.30599  0.09
H: 2.41678 -3.79663 -2.55090  0.09
H: 0.39743 -0.67947 -3.24581  0.07
H: 1.48918 0.33485 -5.21669  0.10
H: 3.96049 0.38539 -5.37464  0.10
H: 5.32265 -0.60546 -3.56258  0.10
H: 4.23231 -1.59692 -1.59244  0.10
H: 1.78520 -4.30579 0.58699  0.09
H: 3.32773 -4.97006 2.37612  0.10
H: 5.02817 -3.37617 3.21719  0.09
H: 5.14458 -1.09579 2.25738  0.10
H: 3.58524 -0.42032 0.48460  0.08
C: -1.11040 2.68514 -2.82618  0.01
C: -0.05891 2.11224 -1.91349  -0.34
O: -0.46423 1.27599 -1.08612  -0.17
C: 1.31665 2.51293 -2.03309  -0.10
C: 1.69904 3.44428 -3.02360  -0.04
C: 3.00463 3.80616 -3.20816  -0.10
C: 3.98855 3.22921 -2.38422  -0.08
C: 3.65988 2.32815 -1.41195  0.00
C: 2.31141 1.93461 -1.19273  -0.32
O: 2.07134 1.08452 -0.25566  -0.22
H: -2.07357 2.26680 -2.54779  0.09
H: -0.88774 2.43320 -3.86424  0.09
H: -1.14438 3.77177 -2.74341  0.09
H: 0.93746 3.87746 -3.65834  0.10
H: 3.27861 4.51885 -3.97394  0.09
H: 5.02843 3.50040 -2.52542  0.10
H: 4.41265 1.87793 -0.77822  0.12
S: -0.47317 -1.21003 1.83311  0.66
C: -1.00040 -0.25789 3.21374  -0.66
C: -1.68028 -0.87900 4.26195  -0.13
C: -2.10954 -0.14839 5.35570  -0.12
C: -1.85999 1.21998 5.41148  -0.12
C: -1.18437 1.84330 4.37790  -0.14
C: -0.74394 1.11555 3.26935  -0.69
S: 0.14354 1.89945 1.98124  0.66
H: -1.86917 -1.94392 4.20054  0.10
H: -2.63946 -0.64134 6.16128  0.09
H: -2.19371 1.80060 6.26305  0.09
H: -0.98572 2.90754 4.41548  0.09

Its multiplicity is 5. For the HOMO energy (spin up / spin down), the calculation gives -2.03 / -4.42 eV. Its total charge is -1. As for the relative energy (zero: lowest compared OMol25 entry of this formula, charge and spin): 28.6 kJ/mol. The HOMO-LUMO gap (spin up / spin down) comes out at 4.06 / 6.26 eV.

---

3.
The following is a DFT calculation (ωB97M-V/def2-TZVPD) of an isolated ion of composition C3H6NO4P and charge -2 in a non-equilibrium geometry.

Each line ends with the Löwdin charge.
Atoms and positions in Å:
O: -2.30735 0.13111 -1.41652  -0.43
P: -1.80794 0.17355 0.00563  0.28
O: -2.79047 0.39294 1.08414  -0.42
C: -0.22980 1.36248 0.30034  -0.23
N: 0.97782 0.87234 -0.37950  -0.36
O: 2.10156 1.69645 -0.10317  -0.48
C: 1.32661 -0.50149 0.11412  -0.27
C: 0.19759 -1.45392 -0.28584  -0.30
O: -1.09159 -1.29311 0.36081  -0.29
H: -0.11607 1.55561 1.30908  0.02
H: -0.59709 2.32277 -0.31424  0.10
H: 1.43452 -0.87576 1.19852  0.11
H: 2.17859 -0.72901 -0.41109  0.06
H: 0.19172 -1.10154 -1.32041  0.09
H: 0.53187 -2.55243 -0.14188  0.11

For the HOMO energy, the calculation gives 1.37 eV. Its total charge is -2. As for the relative energy (zero: lowest compared OMol25 entry of this formula, charge and spin): 245.5 kJ/mol. The HOMO-LUMO gap comes out at 5.56 eV.

---

4.
The following is a DFT calculation (ωB97M-V/def2-TZVPD) of C28H42BN8O2S3Zr as an isolated structure.

Each line ends with the Löwdin charge.
Atoms and positions in Å:
Zr: 1.00561 4.20379 0.32917  1.20
C: 4.35425 1.23723 -2.87296  -0.03
C: 3.04401 0.61692 -2.51642  -0.21
C: 2.59751 -0.54755 -3.10037  0.12
C: 1.35160 -1.11150 -2.76528  -0.15
N: 0.58744 -0.52939 -1.85940  0.22
N: 1.02446 0.58456 -1.28501  -0.03
B: 0.03961 1.15595 -0.27558  -0.78
N: -1.43597 0.71282 -0.23902  0.00
N: -1.99930 -0.39250 0.20210  0.23
C: -3.32264 -0.39493 0.18813  -0.15
C: -4.05767 0.74495 -0.24465  0.13
C: -3.45372 1.91346 -0.66211  -0.18
C: -4.16304 3.14420 -1.11443  0.01
C: -2.06027 1.81525 -0.62436  -0.39
S: -0.69915 2.80771 -1.18623  0.99
C: -4.04055 -1.64662 0.64778  -0.55
C: -4.97857 -1.27871 1.80775  -0.02
C: -3.04340 -2.70607 1.11053  -0.05
C: -4.85466 -2.18801 -0.53767  -0.02
N: 0.60930 0.97980 1.18461  0.01
N: 1.11070 -0.25376 1.17464  0.20
C: 1.54440 -0.80205 2.29034  -0.14
C: 1.48824 -0.07317 3.49214  0.13
C: 0.97292 1.20046 3.52122  -0.22
C: 0.88613 1.98872 4.78768  -0.04
C: 0.51167 1.72615 2.28991  -0.53
S: -0.19130 3.35198 2.29062  0.71
C: 2.06741 -2.22147 2.16332  -0.53
C: 2.72796 -2.68972 3.45965  -0.04
C: 3.08757 -2.27073 1.01698  -0.03
C: 0.86736 -3.12105 1.83344  -0.02
C: 2.17842 1.19337 -1.56380  -0.51
S: 2.68275 2.68584 -0.74191  0.67
C: 0.79936 -2.39641 -3.36095  -0.54
C: 0.64238 -3.40897 -2.21648  -0.03
C: 1.73403 -2.96417 -4.42796  -0.04
C: -0.57177 -2.09782 -3.98095  -0.03
H: 4.86813 0.63292 -3.61598  0.10
H: 4.20536 2.23744 -3.28265  0.10
H: 4.99563 1.32756 -1.99528  0.10
H: 3.21471 -1.03725 -3.84099  0.13
H: -5.13846 0.68231 -0.23582  0.14
H: -5.23933 2.99050 -1.11252  0.10
H: -3.93364 3.98049 -0.45207  0.11
H: -3.85626 3.41695 -2.12542  0.11
H: -4.42638 -0.86795 2.65460  0.10
H: -5.74946 -0.56445 1.51570  0.09
H: -5.49134 -2.17723 2.14908  0.11
H: -2.44065 -2.35650 1.94923  0.08
H: -3.59471 -3.58684 1.43681  0.10
H: -2.37049 -3.00742 0.30739  0.08
H: -5.61237 -1.48289 -0.88201  0.09
H: -4.20947 -2.44361 -1.37964  0.09
H: -5.37534 -3.09330 -0.22781  0.11
H: 1.86278 -0.51792 4.40374  0.14
H: 1.32071 1.42849 5.61127  0.10
H: 1.41242 2.93964 4.69832  0.09
H: -0.15478 2.21045 5.03034  0.10
H: 3.57257 -2.05870 3.74373  0.10
H: 2.02323 -2.73521 4.29159  0.10
H: 3.11308 -3.69801 3.31655  0.10
H: 3.94063 -1.61812 1.21075  0.10
H: 3.46372 -3.28868 0.91914  0.10
H: 2.63009 -1.98746 0.06810  0.06
H: 0.13002 -3.11443 2.63813  0.09
H: 0.37848 -2.80345 0.91148  0.06
H: 1.21254 -4.14693 1.70711  0.11
H: 1.60005 -3.62821 -1.74023  0.09
H: -0.05020 -3.03889 -1.45909  0.06
H: 0.24721 -4.34387 -2.61292  0.10
H: 2.71034 -3.23561 -4.02218  0.10
H: 1.29532 -3.87295 -4.83679  0.10
H: 1.87438 -2.27344 -5.26153  0.10
H: -1.27131 -1.71981 -3.23477  0.07
H: -0.49628 -1.37361 -4.79349  0.10
H: -0.98371 -3.01801 -4.39422  0.10
N: 2.50141 5.95220 0.60130  -0.02
N: 1.30081 6.50985 1.16821  -0.02
C: 0.24831 6.79182 0.21982  -0.62
O: -0.51152 7.68192 0.30046  0.24
O: 0.22520 5.72859 -0.62120  -0.24
H: 3.21041 5.90389 1.33325  0.15
H: 2.86665 6.50657 -0.17709  0.15
H: 1.43842 7.20062 1.90308  0.18

For the HOMO energy, the calculation gives -17.67 eV. Its total charge is +3. As for the relative energy (zero: lowest compared OMol25 entry of this formula, charge and spin): 0.0 kJ/mol. The HOMO-LUMO gap comes out at 8.02 eV.

---

5.
The following is a DFT calculation (ωB97M-V/def2-TZVPD) of one molecule with the formula C4H4N4 in a non-equilibrium geometry.

Each line ends with the Löwdin charge.
Atoms and positions in Å:
C: -0.44561 0.04516 0.47550  0.00
C: 0.99554 0.46093 0.15626  -0.39
C: 1.21337 1.84819 0.09639  -0.19
N: 1.48218 2.97046 -0.08893  0.19
C: 1.51710 -0.28290 -1.02727  -0.13
N: 2.48938 -1.01762 -0.84758  0.07
N: 2.91020 -0.90323 0.44125  -0.05
N: 2.27703 -0.18397 1.14880  0.13
H: -0.91507 0.80735 1.01280  0.06
H: -0.46751 -0.89104 1.02216  0.09
H: -0.90246 -0.01438 -0.55023  0.11
H: 1.01130 -0.17929 -1.93432  0.12

For the HOMO energy, the calculation gives -10.18 eV. As for the relative energy (zero: lowest compared OMol25 entry of this formula, charge and spin): 318.4 kJ/mol. The HOMO-LUMO gap comes out at 9.56 eV.

---

6.
The following is a DFT calculation (ωB97M-V/def2-TZVPD) of one molecule with the formula C4H9N3 in a non-equilibrium geometry.

Each line ends with the Löwdin charge.
Atoms and positions in Å:
H: -2.70903 -1.23469 1.42857  0.05
N: -2.03208 -0.78574 0.82141  0.07
C: -0.84607 -0.83777 1.25896  -0.26
N: 0.24318 -0.31071 0.63342  -0.15
N: 1.44032 -0.51304 1.34705  0.05
C: 0.28047 0.37324 -0.58722  -0.35
C: 1.42548 0.83990 -1.08755  0.03
C: -1.01663 0.55524 -1.30198  -0.07
H: -0.53056 -1.31086 2.19862  0.12
H: 2.09902 -1.04526 0.78036  0.09
H: 1.86824 0.38368 1.57220  0.09
H: 1.42952 1.36133 -2.02587  0.05
H: 2.38629 0.73575 -0.61405  0.03
H: -1.71930 1.09928 -0.67715  0.07
H: -0.85194 1.09912 -2.22785  0.08
H: -1.46690 -0.40946 -1.51891  0.08

For the HOMO energy, the calculation gives -8.30 eV. As for the relative energy (zero: lowest compared OMol25 entry of this formula, charge and spin): 176.5 kJ/mol. The HOMO-LUMO gap comes out at 9.30 eV.